Computed, not measured: a molecular structure, C42H50MnN6O4PSeSi, with ωB97M-V/def2-TZVPD.

## Properties
2S+1 = 5
HOMO energy (alpha / beta) = -7.82 / -7.82 eV
frontier orbital gap (alpha / beta) = 0.24377 / 0.28497 Ha
calculated total energy = -6443.44942 Eh
LUMO level (alpha / beta) = -1.189 / -0.063 eV

Structure (XYZ):
```
106
C42H50MnN6O4PSeSi, DFT ωB97M-V/def2-TZVPD
Mn 0.10 -0.31 -0.23
C -1.65 -4.02 0.00
C -2.05 -4.01 1.48
C -3.44 -3.43 1.70
C -0.98 -3.33 2.34
C -1.22 -3.54 3.84
O -1.66 -2.26 4.31
C -1.45 -1.39 3.29
N -0.98 -1.85 2.20
C -1.88 -0.01 3.62
C -2.76 0.09 4.71
C -3.27 1.30 5.12
C -2.89 2.46 4.46
C -2.03 2.38 3.39
C -1.52 1.16 2.93
P -0.27 1.32 1.58
C -0.89 2.76 0.67
C -0.08 3.84 0.33
C -0.59 4.90 -0.42
C -1.90 4.86 -0.87
C -2.70 3.77 -0.56
C -2.21 2.73 0.21
C 1.18 1.82 2.56
C 1.35 3.11 3.07
C 2.44 3.40 3.87
C 3.36 2.40 4.20
C 3.17 1.11 3.73
C 2.08 0.82 2.92
H -2.50 -4.28 -0.63
H -0.86 -4.75 -0.19
H -1.29 -3.05 -0.31
H -2.05 -5.05 1.83
H -3.51 -2.41 1.32
H -3.71 -3.42 2.76
H -4.19 -4.02 1.18
H -0.01 -3.70 2.04
H -0.32 -3.82 4.39
H -2.01 -4.27 4.05
H -3.04 -0.81 5.22
H -3.95 1.34 5.96
H -3.27 3.43 4.78
H -1.74 3.29 2.89
H 0.96 3.87 0.64
H 0.05 5.73 -0.67
H -2.29 5.67 -1.47
H -3.72 3.71 -0.92
H -2.86 1.90 0.45
H 0.64 3.89 2.85
H 2.57 4.40 4.26
H 4.21 2.64 4.82
H 3.86 0.33 3.99
H 1.93 -0.19 2.56
C 2.28 -3.75 1.30
C 2.93 -2.46 0.92
C 4.31 -2.35 0.99
C 4.90 -1.16 0.58
C 4.12 -0.15 0.09
C 2.73 -0.33 0.02
N 2.15 -1.46 0.48
N 1.84 0.58 -0.50
Si 2.45 1.85 -1.57
C 3.50 1.05 -2.90
C 3.45 3.12 -0.59
C 1.13 2.82 -2.47
H 3.00 -4.57 1.26
H 1.46 -3.97 0.61
H 1.90 -3.70 2.32
H 4.90 -3.18 1.34
H 5.98 -1.04 0.64
H 4.57 0.77 -0.25
H 4.37 0.51 -2.54
H 3.84 1.82 -3.60
H 2.88 0.35 -3.46
H 4.42 2.78 -0.22
H 2.89 3.47 0.28
H 3.64 3.98 -1.24
H 1.10 2.50 -3.51
H 1.42 3.88 -2.47
H 0.13 2.73 -2.08
Se -4.74 -0.21 -0.46
C -2.99 -0.43 -0.30
N -1.84 -0.58 -0.18
C -1.18 1.56 -5.27
C -0.34 0.28 -5.27
C -0.78 -0.83 -4.28
C -2.31 -1.07 -4.33
C -2.76 -2.26 -3.50
C -0.10 -2.11 -4.72
O -0.20 -2.55 -5.84
N 0.63 -2.79 -3.77
C 0.74 -2.49 -2.41
O 1.28 -3.28 -1.67
N 0.22 -1.28 -2.01
C -0.44 -0.44 -2.85
O -0.79 0.64 -2.38
H -0.72 2.28 -5.94
H -1.25 2.00 -4.28
H -2.19 1.36 -5.64
H 0.71 0.52 -5.07
H -0.37 -0.17 -6.26
H -2.57 -1.21 -5.38
H -2.80 -0.16 -3.98
H -2.32 -3.20 -3.86
H -3.85 -2.37 -3.56
H -2.51 -2.14 -2.45
H 1.02 -3.68 -4.04
```

Here are the Mulliken charges for atoms 1 to 4, given in e: number 1, Mn, carries 0.6383; number 2, C, carries -1.6551; number 3, C, carries 0.6289; number 4, C, carries -1.3958